The following is a quantum chemistry calculation of a structure of composition C29H50CeN4O4Se in a non-equilibrium geometry, from OMol25.

Total energy in hartree: -4531.05250
LUMO (spin up / spin down) in eV: -7.058 / -7.046
HOMO level (spin up / spin down) in eV: -13.722 / -13.721
Multiplicity: 1
ΔE to the lowest compared entry with this formula, charge and spin in kcal/mol: 6.1
Charge: +2

Last column: Mulliken charge in e.
Cartesian coordinates (Å):
Ce (1.339, -0.686, 1.803)  0.348
Se (0.853, -2.114, 4.239)  -0.109
O (0.897, 1.322, 2.360)  -0.266
O (2.298, -0.072, 0.118)  0.229
O (4.132, -0.108, -1.200)  -0.573
O (0.863, 2.914, 0.752)  -0.537
N (-1.970, 1.727, 1.544)  0.782
N (-0.689, -0.651, 0.276)  1.369
N (1.121, 1.259, -2.047)  0.469
N (-1.412, 2.894, -1.195)  1.913
C (-3.529, 4.028, -2.085)  -1.850
C (-0.915, 2.625, -2.629)  -0.350
C (2.501, 1.520, -1.696)  -0.947
C (4.690, -3.570, -0.376)  -1.544
C (0.333, 2.357, 1.689)  0.442
C (4.185, -2.188, 1.754)  -0.363
C (-2.951, 2.982, -1.189)  1.756
C (3.470, -1.975, 2.959)  0.637
C (-0.484, -0.706, -2.377)  -1.837
C (0.665, 0.118, -2.957)  0.220
C (3.938, -3.276, 0.956)  0.833
C (-0.491, -1.510, -0.953)  2.791
C (-1.650, -2.531, -0.971)  -2.061
C (2.254, -4.059, 2.533)  0.973
C (-1.780, -0.768, 1.227)  -0.877
C (-1.946, 0.436, 2.198)  -1.966
C (-3.580, 1.643, -1.561)  -1.295
C (1.328, -5.123, 2.961)  -1.710
C (3.902, -0.879, 3.930)  -1.408
C (-4.431, 1.298, 1.378)  -1.688
C (0.575, 2.600, -2.565)  -1.385
C (-1.055, 2.718, 2.168)  -0.739
C (0.800, -2.319, -0.891)  -2.843
C (-3.318, 2.310, 1.390)  0.417
C (3.034, 0.321, -0.927)  0.294
C (3.039, -4.270, 1.385)  -0.962
C (2.379, -2.811, 3.190)  -0.174
C (-3.486, 3.316, 0.270)  -1.942
C (1.755, -0.753, -3.580)  -1.800
H (-4.651, 1.752, -1.353)  0.472
H (-1.215, 1.655, -2.990)  0.141
H (-3.140, 5.023, -1.933)  0.385
H (1.624, -5.550, 3.883)  0.391
H (-1.213, 3.719, 1.730)  0.351
H (1.604, -1.676, -1.223)  0.188
H (-4.385, 0.410, 0.684)  0.208
H (-3.544, 2.912, 2.292)  0.128
H (-0.774, -1.423, -3.117)  0.607
H (0.389, -4.590, 3.154)  0.391
H (-1.536, -3.296, -1.713)  0.451
H (-4.721, 1.049, 2.402)  0.495
H (-3.414, 3.792, -3.164)  0.491
H (-1.671, -1.702, 1.840)  0.524
H (0.900, 2.828, -3.544)  0.423
H (-1.327, 3.394, -3.272)  0.640
H (-1.231, 0.497, 3.026)  0.598
H (3.336, -0.917, 4.796)  0.436
H (4.898, -4.626, -0.413)  0.482
H (-1.053, 2.204, -0.558)  -1.657
H (1.530, -1.793, -3.602)  0.384
H (-5.340, 1.806, 1.081)  0.501
H (5.006, -1.445, 1.525)  0.411
H (-1.021, 3.778, -0.884)  0.738
H (4.169, -3.225, -1.300)  0.200
H (-4.542, 3.497, 0.132)  0.407
H (0.836, -3.139, -1.560)  0.774
H (3.242, 1.646, -2.477)  0.256
H (-0.686, 0.378, 0.061)  -1.028
H (1.913, -0.427, -4.571)  0.494
H (-1.639, -3.091, -0.044)  0.506
H (3.776, 0.194, 3.611)  0.280
H (-3.475, 1.429, -2.675)  0.386
H (1.245, -5.916, 2.226)  0.390
H (2.909, -5.207, 0.875)  0.485
H (-1.032, 2.744, 3.225)  0.650
H (-2.620, -2.097, -1.158)  0.442
H (5.590, -2.962, -0.431)  0.387
H (4.979, -1.057, 4.137)  0.453
H (2.663, -0.676, -3.076)  0.381
H (-3.167, 0.924, -0.919)  0.036
H (2.441, 2.414, -1.000)  0.581
H (0.239, 0.612, -3.838)  0.505
H (-1.324, -0.062, -2.205)  -0.174
H (0.946, -2.741, 0.113)  0.422
H (-2.813, 0.185, 2.785)  0.629
H (1.037, 3.393, -1.927)  0.489
H (-2.710, -0.903, 0.743)  0.705
H (-3.093, 4.279, 0.611)  0.422
H (-4.597, 3.986, -1.867)  0.492

=====

The following is a quantum chemistry calculation of a structure of composition C28H37AlAs2N7O8Se2, from OMol25.

Total energy in hartree: -11590.44599
LUMO in eV: -8.301
HOMO level in eV: -15.860
Multiplicity: 1
ΔE to the lowest compared entry with this formula, charge and spin in kcal/mol: 40.4
Charge: +3

Last column: Mulliken charge in e.
Cartesian coordinates (Å):
Se (-3.396, 2.808, 2.015)  0.154
Se (-1.656, 4.123, 2.672)  -0.017
As (-2.477, -3.697, -0.193)  0.305
As (-0.132, -0.634, 0.500)  1.368
Al (0.115, 2.111, 0.465)  -2.954
O (2.662, -3.175, -0.605)  -0.404
O (-3.287, -2.230, 2.323)  -0.279
O (2.207, -1.053, -0.676)  -0.672
O (-2.718, -1.800, -2.772)  -0.281
O (-1.978, -0.485, 2.862)  -0.513
O (-0.563, -5.625, -0.753)  -0.555
O (-1.326, -0.293, -1.899)  -0.400
O (0.264, -4.850, -2.634)  -0.330
N (-1.702, 2.399, -0.264)  0.939
N (0.372, 2.130, 2.417)  0.899
N (1.671, 5.923, -0.330)  -0.366
N (4.139, 2.075, -0.436)  0.096
N (0.464, 3.995, 0.140)  0.511
N (2.757, 3.904, -0.252)  -0.018
N (1.815, 1.769, -0.327)  0.453
C (1.585, 4.605, -0.147)  0.663
C (0.038, 2.905, 4.648)  -0.782
C (-2.546, -1.741, -0.430)  -0.667
C (-0.298, 2.890, 3.307)  0.476
C (1.385, 1.359, 2.864)  -0.102
C (-0.540, -3.325, -0.856)  1.568
C (-3.813, 2.449, -2.070)  -0.534
C (1.787, -2.208, -0.620)  -0.546
C (-4.044, 2.467, -0.708)  -0.902
C (-3.779, -2.359, 3.676)  -0.749
C (-1.976, -1.154, 0.644)  1.228
C (-2.434, -1.339, -4.104)  -0.752
C (-2.972, 2.494, 0.177)  0.675
C (1.098, 2.129, 5.095)  -0.391
C (4.407, 0.655, -0.683)  -0.769
C (2.899, 2.530, -0.344)  0.891
C (0.563, -3.791, -3.548)  -0.377
C (0.297, -2.359, -0.484)  -0.508
C (-0.244, -4.678, -1.433)  -0.312
C (0.477, -1.497, 2.168)  -1.861
C (-1.491, 2.392, -1.608)  -0.029
C (1.786, 1.342, 4.181)  -1.050
C (-2.416, -1.285, 2.056)  -0.446
C (5.291, 2.981, -0.403)  -1.112
C (2.425, -4.551, -0.252)  -0.890
C (-2.502, 2.447, -2.531)  -0.946
C (-3.367, -4.483, -1.738)  -1.063
C (-2.127, -1.202, -1.760)  0.520
H (-0.061, -2.440, 2.275)  0.562
H (6.203, 2.394, -0.403)  0.301
H (1.523, -4.025, -4.000)  0.311
H (-3.416, -5.555, -1.557)  0.403
H (-3.721, -1.406, 4.195)  0.310
H (-2.274, 2.465, -3.587)  0.566
H (3.685, 0.008, -0.189)  0.159
H (1.540, -1.725, 2.072)  0.611
H (4.388, 0.446, -1.754)  0.311
H (1.871, 0.749, 2.112)  0.777
H (3.344, -4.893, 0.214)  0.341
H (-0.310, 4.645, 0.191)  0.281
H (1.597, -4.658, 0.446)  0.405
H (0.316, -0.903, 3.060)  0.431
H (5.294, 3.585, 0.506)  0.436
H (-2.891, -4.297, -2.696)  0.268
H (2.006, 0.798, -0.567)  0.302
H (2.532, 6.395, -0.556)  0.191
H (-0.449, 2.329, -1.911)  0.396
H (-5.049, 2.517, -0.312)  0.522
H (-1.379, -1.098, -4.211)  0.350
H (-4.384, -4.092, -1.759)  0.429
H (-0.528, 3.524, 5.330)  0.539
H (0.607, -2.816, -3.061)  0.069
H (1.385, 2.145, 6.138)  0.478
H (5.334, 3.626, -1.285)  0.416
H (-4.806, -2.701, 3.603)  0.274
H (-2.720, -2.144, -4.774)  0.313
H (-0.194, -3.787, -4.331)  0.303
H (2.609, 0.717, 4.496)  0.534
H (0.858, 6.510, -0.242)  0.206
H (-3.182, -3.100, 4.203)  0.310
H (-3.036, -0.459, -4.323)  0.270
H (5.393, 0.409, -0.304)  0.390
H (3.583, 4.442, -0.462)  0.263
H (2.253, -5.147, -1.144)  0.303
H (-4.644, 2.470, -2.763)  0.497

=====

The following is a quantum chemistry calculation of an isolated molecule of C4H8O2 in a non-equilibrium geometry, from OMol25.

Total energy in hartree: -307.62080
LUMO in eV: 0.680
HOMO level in eV: -9.780
Multiplicity: 1
SMILES: O=CCCCO
ΔE to the lowest compared entry with this formula, charge and spin in kcal/mol: 57.5

Last column: Mulliken charge in e.
Cartesian coordinates (Å):
O (-1.371, 1.328, 0.090)  -0.537
O (1.226, -0.074, -1.842)  -0.424
C (0.373, -0.154, 1.151)  -0.293
C (-0.039, 1.251, 0.598)  -0.617
C (-0.116, -1.143, 0.048)  -0.596
C (0.181, -0.631, -1.607)  -0.143
H (-1.131, -1.469, 0.346)  0.241
H (-1.364, 0.974, -0.803)  0.334
H (0.024, 2.018, 1.372)  0.380
H (1.463, -0.248, 1.328)  0.270
H (-0.358, -0.974, -2.556)  0.372
H (0.523, -2.012, -0.067)  0.374
H (0.648, 1.455, -0.224)  0.321
H (-0.059, -0.320, 2.165)  0.318

=====

The following is a quantum chemistry calculation of a structure of composition C34H52F6N8O9S2 in a non-equilibrium geometry, from OMol25.

Total energy in hartree: -3835.80577
LUMO in eV: -10.582
HOMO level in eV: -11.474
Multiplicity: 1
ΔE to the lowest compared entry with this formula, charge and spin in kcal/mol: 103.4
Charge: +4

Last column: Mulliken charge in e.
Cartesian coordinates (Å):
S (-0.550, 5.286, 10.612)  1.004
S (0.327, 5.159, 8.130)  0.984
F (-3.055, 4.802, 9.615)  -0.192
F (1.151, 5.961, 5.703)  -0.241
F (2.009, 7.297, 7.232)  -0.227
F (-2.500, 6.990, 9.597)  -0.238
F (-2.986, 6.100, 11.427)  -0.222
F (-0.054, 7.415, 6.661)  -0.210
O (0.168, 2.287, 0.773)  -0.611
O (-0.581, 0.593, -0.344)  -0.685
O (-0.524, 3.838, 10.634)  -0.592
O (-1.035, 4.700, 7.766)  -0.629
O (-8.603, -2.836, -3.319)  -0.359
O (0.876, 1.823, -1.158)  -0.682
O (1.412, 4.134, 8.153)  -0.669
O (5.626, 9.294, -3.325)  -0.323
O (-0.177, 5.906, 11.869)  -0.652
N (6.671, -2.282, 2.188)  0.027
N (5.034, 6.462, -2.747)  -0.266
N (0.146, 1.572, -0.202)  0.980
N (1.429, -2.145, 6.931)  0.057
N (-9.443, -0.651, -1.789)  -0.280
N (0.313, 6.092, 9.339)  -0.400
N (-2.899, -6.848, -2.073)  0.007
N (-0.555, -3.741, -7.879)  -0.017
C (2.727, -2.467, 7.338)  -0.152
C (3.756, 7.202, -4.643)  -1.342
C (-9.495, -3.694, -3.990)  -0.827
C (0.914, 6.581, 6.872)  0.618
C (2.185, -1.828, 4.762)  -0.714
C (-3.229, -6.189, -4.269)  -0.854
C (6.662, -3.173, 3.202)  -0.311
C (-8.391, -1.527, -3.913)  -0.677
C (-3.339, -7.651, -0.916)  -0.871
C (-2.429, 5.811, 10.243)  0.666
C (0.006, -3.162, -9.103)  -0.926
C (0.334, -2.110, 7.856)  -0.933
C (-1.526, -4.921, -5.583)  0.816
C (5.149, 6.979, -4.160)  0.127
C (-1.229, -4.914, -8.014)  -0.309
C (-1.236, -5.507, -3.115)  -0.775
C (6.055, 8.257, -4.196)  -0.640
C (-8.248, -0.480, -2.753)  0.128
C (5.579, -3.109, 4.093)  -0.673
C (-1.669, -5.581, -6.817)  -0.565
C (6.326, 10.532, -3.583)  -0.778
C (-0.735, -3.767, -5.510)  -0.858
C (-6.980, -0.680, -1.935)  -1.437
C (-1.967, -5.562, -4.334)  0.869
C (3.772, -2.326, 6.400)  -0.656
C (4.600, -2.130, 4.045)  0.782
C (5.720, -1.293, 2.080)  -0.323
C (-3.604, -6.988, -3.169)  -0.056
C (7.686, -2.296, 1.130)  -1.033
C (4.693, -1.185, 2.993)  -0.682
C (-0.210, -3.179, -6.672)  -0.215
C (3.530, -2.104, 5.055)  0.765
C (1.118, -1.859, 5.652)  -0.346
C (-1.775, -6.073, -1.995)  -0.062
H (3.913, -0.444, 2.900)  0.568
H (-7.071, -1.517, -1.243)  0.410
H (0.750, -3.847, -9.508)  0.335
H (6.086, 8.637, -5.218)  0.435
H (-3.692, -6.384, -5.225)  0.528
H (-10.505, -3.303, -3.863)  0.355
H (0.145, -1.521, 5.328)  0.463
H (4.792, -2.516, 6.701)  0.571
H (-0.675, -3.201, -4.592)  0.519
H (8.055, -3.315, 1.014)  0.362
H (2.925, -2.650, 8.384)  0.406
H (7.477, -3.879, 3.265)  0.457
H (-2.924, -8.639, -1.113)  0.375
H (0.657, -2.409, 8.853)  0.293
H (-2.850, -7.194, -0.055)  0.299
H (7.322, -2.034, 0.137)  0.422
H (3.162, 6.316, -4.421)  0.402
H (-9.641, -1.635, -1.671)  0.311
H (5.437, -3.826, 4.888)  0.578
H (-8.233, 0.542, -3.131)  0.395
H (5.990, -0.513, 1.382)  0.471
H (8.554, -1.754, 1.506)  0.372
H (7.315, 10.585, -3.126)  0.304
H (-2.004, -6.594, -6.984)  0.491
H (7.039, 7.926, -3.865)  0.374
H (-0.435, -2.865, 7.694)  0.371
H (-0.405, -4.846, -2.918)  0.412
H (-10.284, -0.179, -2.089)  0.355
H (3.304, 8.003, -4.057)  0.376
H (5.686, 6.191, -4.688)  0.298
H (0.484, -2.353, -6.613)  0.415
H (-6.667, 0.247, -1.455)  0.440
H (6.348, 10.833, -4.630)  0.337
H (-1.339, -5.307, -9.014)  0.507
H (-4.425, -7.566, -0.886)  0.356
H (1.996, -1.520, 3.744)  0.449
H (3.718, 7.537, -5.679)  0.374
H (-9.268, -1.175, -4.455)  0.421
H (-0.136, -1.127, 7.842)  0.409
H (-9.409, -3.751, -5.075)  0.339
H (-6.203, -0.901, -2.667)  0.348
H (-1.336, -6.024, -1.010)  0.377
H (4.338, 5.738, -2.642)  0.334
H (-9.161, -0.243, -0.909)  0.355
H (-9.541, -4.687, -3.543)  0.272
H (0.348, -2.150, -8.886)  0.336
H (-7.580, -1.513, -4.642)  0.451
H (-0.922, -3.082, -9.670)  0.408
H (-4.483, -7.615, -3.160)  0.456
H (5.693, 11.322, -3.180)  0.287
H (5.925, 6.123, -2.411)  0.355
H (4.775, 7.264, -2.190)  0.345